No. 1
10
Properties=species:S:1:pos:R:3:mulliken_charge:R:1 method="wB97M-V/def2-TZVPD" e_homo_ev="-4.04 / -4.04" charge=-1 de_lowest_ev=3.408
C 0.4875 0.1864 0.5727 -0.451
C -0.9023 0.2813 0.9602 -0.035
N 0.6348 -0.1514 -0.7045 0.560
N -1.7501 0.1824 0.0300 0.140
N -0.3171 -0.3816 -1.4652 -0.775
O -2.9084 0.4139 -0.3137 -0.614
Cl 3.2999 -0.6788 -1.3256 -0.781
H 1.1770 0.1289 1.3896 0.283
H -1.3180 0.4128 1.9426 0.463
H 1.5968 -0.3938 -1.0862 0.210



No. 2
7
Properties=species:S:1:pos:R:3:mulliken_charge:R:1 method="wB97M-V/def2-TZVPD" multiplicity=3 e_homo_ev="-7.19 / -10.16" charge=0 de_lowest_ev=2.608
C 0.3377 -0.1246 -0.2602 -0.597
C -0.8385 -0.3794 0.1237 -0.108
O -1.4816 1.8981 0.8327 -0.201
Cl -0.0008 2.4517 1.0671 0.153
H 1.0257 -0.8061 -0.6088 0.264
H 0.8182 0.8260 -0.0447 0.080
H -1.8787 -0.4755 0.3290 0.410



No. 3
8
Properties=species:S:1:pos:R:3:mulliken_charge:R:1 method="wB97M-V/def2-TZVPD" e_homo_ev=-9.48 charge=0 smiles="C=C=O.OCl" de_lowest_ev=3.578
C -0.0054 -1.4803 -0.1531 0.747
C 0.8082 -0.4404 -0.3640 -1.039
O -0.5663 -2.4429 0.2042 -0.346
O -2.1877 0.4816 0.1380 -0.420
Cl -3.7993 0.0704 -0.2282 0.038
H 0.6919 0.3256 -0.9785 0.345
H -1.7840 0.0921 0.9577 0.367
H 1.7472 -0.3958 0.0091 0.308



No. 4
9
Properties=species:S:1:pos:R:3:mulliken_charge:R:1 method="wB97M-V/def2-TZVPD" e_homo_ev=-8.81 charge=0 de_lowest_ev=3.499
C 0.3199 0.4290 -0.4360 0.236
C -1.0544 -0.9341 0.4457 -0.424
O 0.8127 2.9619 -0.7296 -0.530
O 1.4417 -0.1122 -0.8019 -0.399
S -0.1808 2.0225 -0.1731 0.296
Cl 0.0029 -2.0331 1.2775 -0.158
H -1.4908 -1.3966 -0.5211 0.315
H -1.6271 -0.1301 1.1117 0.317
H 1.7760 -0.8073 -0.1732 0.348



No. 5
9
Properties=species:S:1:pos:R:3:mulliken_charge:R:1 method="wB97M-V/def2-TZVPD" e_homo_ev=-9.48 charge=0 de_lowest_ev=2.158
C -0.8720 0.9900 -0.0670 -0.645
C 0.4968 0.7713 0.4429 0.487
O 0.5832 -1.7860 -1.0914 -0.390
O 1.5312 0.9334 -0.0748 -0.424
S -0.8495 -1.5309 -0.3664 0.165
Cl 0.4281 0.0930 2.1201 -0.186
H -1.8102 1.0391 0.5914 0.381
H -0.7699 1.4611 -1.0456 0.265
H 1.2623 -1.9710 -0.5092 0.347



No. 6
9
Properties=species:S:1:pos:R:3:mulliken_charge:R:1 method="wB97M-V/def2-TZVPD" e_homo_ev=-9.88 charge=0 de_lowest_ev=3.018
C 0.2881 0.5977 -0.9879 -0.630
C -0.3691 0.1792 0.2164 0.460
O 1.2078 -1.7603 0.7052 -0.586
O -0.0804 0.5835 1.5081 -0.397
S 0.2593 -1.3669 -0.3527 0.521
Cl -2.7200 0.2290 -0.1489 -0.366
H -0.0685 0.7553 -1.9738 0.323
H 1.2549 1.1116 -0.8698 0.272
H 0.2279 -0.3292 1.9034 0.404



No. 7
8
Properties=species:S:1:pos:R:3:mulliken_charge:R:1 method="wB97M-V/def2-TZVPD" e_homo_ev=-8.75 charge=0 smiles="C=C1SS1.Cl" de_lowest_ev=1.465
C 1.2960 0.0471 -1.5238 0.228
C 0.5744 -0.7501 -0.8390 -0.392
S 2.6574 1.1457 -1.3646 -0.118
S 1.6800 0.6195 -3.1091 -0.124
Cl -0.8549 1.8110 1.2285 -0.262
H -0.2402 -1.3528 -1.4602 0.177
H 0.8491 -1.0894 0.2200 0.230
H -0.9099 1.9995 -0.0925 0.261



No. 8
8
Properties=species:S:1:pos:R:3:mulliken_charge:R:1 method="wB97M-V/def2-TZVPD" multiplicity=8 e_homo_ev="-6.04 / -6.04" charge=0 de_lowest_ev=0.349
C 1.0566 -0.6799 -0.4998 -0.837
C 0.7081 -0.1870 0.7153 -0.096
O 0.0287 1.0115 0.7908 -0.745
Li -1.3634 0.6345 -0.7349 0.387
H 1.5529 -1.6487 -0.5905 0.187
H 0.9169 -0.1191 -1.4410 0.244
Eu 0.1171 0.5471 3.1171 1.293
H -3.0170 0.4416 -1.3572 -0.432



No. 9
9
Properties=species:S:1:pos:R:3:mulliken_charge:R:1 method="wB97M-V/def2-TZVPD" multiplicity=9 e_homo_ev="-5.45 / -9.63" charge=0
O -0.1117 0.2166 -0.5053 -0.679
C 0.3523 -1.0784 -0.7660 -0.623
Eu -0.1301 2.5167 -1.2570 0.707
H 0.5519 -1.2736 -1.8319 0.263
H 1.2798 -1.2544 -0.1943 0.238
H -0.4040 -1.8244 -0.4680 0.208
O -0.7970 1.9265 1.2447 -0.574
C -0.5189 0.7669 1.4637 0.852
O -0.2223 0.0039 2.3142 -0.392



No. 10
8
Properties=species:S:1:pos:R:3:mulliken_charge:R:1 method="wB97M-V/def2-TZVPD" e_homo_ev="-9.49 / -9.48" charge=0 de_lowest_ev=3.833
C 0.0188 0.5724 0.5067 -0.413
C 0.0473 -0.6178 -0.3886 -0.094
F -0.6784 0.2265 1.7210 -0.290
F 0.9103 -1.5160 0.0541 -0.201
I -1.7525 -1.2732 -1.0130 0.181
H -0.4913 1.4161 0.0420 0.326
H 0.9161 0.8999 0.8796 0.321
H 1.0296 0.2921 -1.8018 0.170



No. 11
9
Properties=species:S:1:pos:R:3:mulliken_charge:R:1 method="wB97M-V/def2-TZVPD" e_homo_ev="-9.47 / -8.51" charge=0 de_lowest_ev=7.967
C 0.0565 0.0531 -0.5451 -0.214
C -0.6777 0.0099 0.6925 0.075
N -2.1711 1.7526 0.8762 -0.008
O -1.0293 -0.8390 -0.2572 -0.320
F -1.9222 2.0843 2.1748 -0.155
F -1.4936 2.7064 0.1680 -0.151
H -0.1513 0.8279 -1.2701 0.214
H 1.0277 -0.4232 -0.6099 0.233
H -0.5048 -0.1810 1.7307 0.326



No. 12
9
Properties=species:S:1:pos:R:3:mulliken_charge:R:1 method="wB97M-V/def2-TZVPD" e_homo_ev=-9.01 charge=0 smiles="NC(=S)C(F)F" de_lowest_ev=0.147
C 0.3174 -0.4586 0.0626 0.093
C -0.7207 0.4991 0.6018 0.394
H 0.6988 -2.3399 0.1522 0.226
H -0.9983 -2.0734 0.5431 0.250
H -0.6267 0.5031 1.7256 0.174
N -0.0400 -1.7223 0.3865 -0.378
F -0.5522 1.7544 0.0731 -0.228
F -1.9749 0.0282 0.2594 -0.257
S 1.6481 -0.0201 -0.7566 -0.274